(1)
# ClH6NSi2

2 unconnected molecules or ions with the total composition ClH6NSi2 at a distorted geometry (ωB97M-V/def2-TZVPD, the Open Molecules 2025 dataset).

Atoms and positions in Å:
N -0.12 -0.03 0.17
Si 0.01 1.68 -0.06
Si 0.43 -1.59 -0.06
Cl -2.86 -0.28 0.12
H -0.23 2.15 -1.56
H 1.36 2.03 0.70
H -1.05 2.21 0.57
H 0.72 -2.07 -1.40
H 1.83 -1.63 0.64
H -0.09 -2.49 0.89

calculated total energy: -1097.35158 hartree
gap between HOMO and LUMO (alpha / beta): 0.2376 / 0.2328 Eh
relative energy (zero: lowest compared OMol25 entry of this formula, charge and spin): 586.6 kJ/mol

Here are the Löwdin charges for atoms 1 to 8, given in e:
1 N -0.3730
2 Si 0.4421
3 Si 0.4199
4 Cl -0.0561
5 H -0.0503
6 H -0.0247
7 H -0.1498
8 H -0.0866

---

(2)
# ClH6O7

4 unconnected molecules or ions with the total composition ClH6O7 at a distorted geometry (ωB97M-V/def2-TZVPD, the Open Molecules 2025 dataset).

Atoms and positions in Å:
Cl 0.98 -0.26 1.56
O -0.02 -0.71 0.62
O 1.87 -1.36 1.82
O 1.66 0.86 0.96
O 0.37 0.11 2.83
O 1.20 2.08 -1.72
H 0.96 2.16 -0.79
H 1.22 1.13 -1.86
O -2.48 0.99 1.46
H -1.67 0.45 1.53
H -2.83 0.76 0.60
O -0.53 -2.26 -2.01
H -0.58 -2.58 -2.91
H -0.15 -1.38 -2.09

calculated total energy: -990.29608 hartree
gap between HOMO and LUMO: 0.3408 Eh
net charge: -1

Here are the Löwdin charges for atoms 1 to 8, given in e:
1 Cl 0.6448
2 O -0.3868
3 O -0.3712
4 O -0.3750
5 O -0.3701
6 O -0.0789
7 H 0.0152
8 H 0.0142

---

(3)
# ClHN2O

2 unconnected molecules or ions with the total composition ClHN2O at a distorted geometry (ωB97M-V/def2-TZVPD, the Open Molecules 2025 dataset).

Atoms and positions in Å:
N 0.47 -0.87 -0.28
N 0.44 0.34 -0.08
O 1.29 1.18 -0.35
Cl -1.78 -1.36 0.30
H -0.42 0.70 0.41

calculated total energy: -645.35147 hartree
gap between HOMO and LUMO (alpha / beta): 0.3213 / 0.2917 Eh
relative energy (zero: lowest compared OMol25 entry of this formula, charge and spin): 430.2 kJ/mol

Löwdin atomic charges, in units of e:
1 N 0.0966
2 N -0.3688
3 O 0.0038
4 Cl 0.1414
5 H 0.1270